ORCA calculation (the ωB97M-V functional and the def2-TZVPD basis) on a 13-piece molecular cluster, C64H160N20O18P6 overall in a non-equilibrium geometry.

Atoms and positions in Å:
P1 -3.15781 -0.45696 5.80991
P2 2.99731 1.48517 3.41792
P3 6.85775 4.84699 -1.68971
P4 0.85316 -5.93074 3.81163
P5 -5.61960 1.78762 -3.01870
P6 -1.50675 -6.79808 -3.04933
O1 6.74279 6.13655 -2.49695
O2 -0.27364 4.99568 5.04055
O3 -0.67498 -7.07628 -1.82768
O4 -2.51066 0.06406 7.05845
O5 0.10174 -5.10259 4.77046
O6 -5.54210 0.43122 -3.58050
O7 -2.13177 8.33633 -1.61011
O8 3.70479 -5.35715 -3.10940
O9 -3.51905 4.51655 2.26242
O10 3.68001 0.57563 -3.43966
O11 -1.20072 -1.29805 -4.95620
O12 1.90505 1.61899 2.39308
O13 -0.16242 6.91555 6.25480
O14 -0.98942 -0.26421 -0.85231
O15 2.41903 1.10016 -5.25024
O16 -2.15794 6.25403 -2.47817
O17 3.51385 -3.20906 -2.64399
O18 -2.04012 4.28983 0.56486
N1 -2.89131 -7.75735 -3.07829
N2 -4.71191 -1.25748 6.09165
N3 7.64035 5.01787 -0.15498
N4 -5.06030 2.99795 -4.07127
N5 -4.61052 1.92266 -1.64163
N6 7.78134 3.66330 -2.50129
N7 2.38266 1.11078 5.00463
N8 0.07862 -5.95992 2.27835
N9 -2.17570 -1.62123 5.00424
N10 -2.03015 -5.19522 -3.38337
N11 2.44561 -5.37989 3.42587
N12 5.33225 4.07452 -1.29104
N13 1.12053 -7.59036 4.17899
N14 -3.37351 0.78677 4.65221
N15 -7.19631 2.17995 -2.46209
N16 -0.73680 -7.17455 -4.47645
N17 3.96191 2.90883 3.58699
N18 0.72423 2.92025 0.06115
N19 -4.77329 -1.10474 -6.08401
N20 4.08847 0.25593 3.00449
C1 -4.68348 5.16418 2.60814
C2 -2.61825 -1.05106 -4.90526
C3 -4.86529 -2.76600 6.13335
C4 0.31977 -6.33541 -5.04524
C5 -2.19946 -4.30925 -2.27224
C6 -0.46285 0.73152 0.01602
C7 7.18693 3.17435 -3.73733
C8 -0.48432 -0.62975 -3.92078
C9 8.07426 3.84289 0.61934
C10 3.28598 0.84203 6.08584
C11 -8.38157 1.38069 -2.78874
C12 -2.60690 -2.17237 3.70218
C13 -3.37651 -1.34139 -6.25287
C14 5.62796 -0.00909 -4.49662
C15 -5.84261 -0.49584 6.63133
C16 -3.78196 -7.98452 -4.29348
C17 -0.17560 4.48938 3.75785
C18 2.15361 -4.68557 -1.34633
C19 3.44153 4.24178 3.35034
C20 -4.34456 0.84931 3.59922
C21 -4.82669 4.34480 -3.53189
C22 -5.21193 5.65909 1.27467
C23 -2.67509 -4.78601 -4.57676
C24 4.81393 0.83559 -5.54114
C25 -1.77429 -1.21039 -0.14630
C26 5.22013 2.89040 4.37706
C27 -0.08442 -4.70021 1.60750
C28 -0.75616 -1.89305 5.36243
C29 -0.16407 6.85015 -1.29742
C30 0.40838 1.77798 -0.75431
C31 1.06062 1.54553 5.50007
C32 3.64340 -1.18343 3.10844
C33 7.52755 6.21358 0.59935
C34 4.94352 0.17081 -3.13450
C35 5.14002 2.94656 -0.38091
C36 -3.08184 4.79495 1.04563
C37 -3.51273 -8.11938 -1.76891
C38 2.22068 -3.36978 -0.68602
C39 -1.21673 5.31593 -2.91935
C40 3.37843 -4.84220 4.39658
C41 3.16046 -5.95286 2.26062
C42 0.09075 6.83159 3.80822
C43 -5.37684 2.99530 -5.47755
C44 3.52746 0.87437 -4.75099
C45 -1.54887 7.27163 -1.80910
C46 -2.32240 1.88278 4.61812
C47 -3.14636 1.86256 -1.82028
C48 3.16360 -4.51336 -2.48377
C49 -3.98771 5.76687 0.32690
C50 0.14151 5.70877 -2.23284
C51 4.20444 4.30151 -2.24054
C52 0.93923 -8.05858 5.54411
C53 -5.05701 1.34985 -0.37506
C54 -0.20716 6.32091 5.15122
C55 9.27305 3.69585 -2.44573
C56 -0.42979 5.82094 2.96474
C57 1.52724 -8.66624 3.18497
C58 1.74909 1.21453 -1.18311
C59 -2.83880 -0.57465 -7.45345
C60 2.74175 -2.38904 -1.77411
C61 -1.02121 -6.91155 2.03514
C62 4.99359 0.50252 1.84759
C63 -0.39676 -8.54627 -4.61318
C64 -7.46533 3.40716 -1.70479
H1 -4.80453 3.77827 -5.97507
H2 5.36725 1.05257 -2.65380
H3 -4.25763 5.40845 -0.66647
H4 -1.30495 -9.13978 -4.71822
H5 -1.52665 4.32762 -2.57980
H6 5.23682 2.11548 5.14344
H7 0.40167 -8.80005 -3.91589
H8 1.37599 -2.91379 -0.16962
H9 -1.30440 -1.54936 0.77695
H10 0.23645 -8.62658 -5.49674
H11 5.43542 3.88230 4.77439
H12 3.23327 4.23744 -1.74979
H13 2.39110 -5.45042 -0.60694
H14 -5.85565 4.84469 0.94228
H15 -1.69948 -3.36051 -2.46723
H16 -4.48892 -7.63667 -1.72275
H17 2.86260 0.16820 6.83069
H18 0.34774 -6.50315 -6.12189
H19 -1.31888 1.20803 0.49377
H20 -4.62207 5.85728 3.44716
H21 0.69925 3.90450 3.47383
H22 -2.79443 0.01105 -4.73503
H23 2.44946 -6.05614 1.44092
H24 6.04665 2.59111 3.73255
H25 -2.91373 0.50667 -7.33848
H26 -1.96788 -2.08857 -0.76228
H27 -4.20128 4.90975 -4.22312
H28 -4.28354 4.33024 -2.58697
H29 1.88904 -1.97055 -2.30878
H30 -2.05484 -1.58531 2.96822
H31 -1.74017 1.96600 3.70041
H32 1.31454 -6.55769 -4.65906
H33 -0.59000 -2.96900 5.41558
H34 -1.71590 -4.68303 -1.36970
H35 3.60880 -6.92513 2.46504
H36 1.24300 -4.98654 -1.86430
H37 5.59264 -0.38402 1.63955
H38 6.67393 0.28035 -4.59800
H39 -0.79602 -7.68443 1.30026
H40 -5.06436 -3.17661 7.12324
H41 -5.59244 -0.03858 7.58864
H42 -5.20906 4.29558 3.00486
H43 -3.79201 -9.17291 -1.78190
H44 -1.87498 -6.31271 1.71799
H45 -5.10547 -0.52022 -6.83771
H46 7.48531 3.81838 1.53620
H47 1.73117 -8.76715 5.78671
H48 0.09909 5.75664 2.01382
H49 -6.42896 3.27964 -5.46067
H50 9.11661 3.91234 0.93044
H51 -1.46853 6.03939 2.71695
H52 7.41404 7.05646 -0.08239
H53 -0.29241 -4.85727 0.54912
H54 1.08891 2.49254 0.90030
H55 4.22781 4.99603 3.31962
H56 -3.91375 0.72538 2.60567
H57 2.61636 -8.70651 3.20195
H58 0.05061 0.30842 0.87941
H59 -1.24089 -7.31570 3.02332
H60 -3.73196 -4.98417 -4.39830
H61 1.15724 6.96133 3.62417
H62 0.86364 -4.17897 1.74015
H63 0.01807 -8.61054 5.73101
H64 -3.69056 -2.21466 3.59273
H65 -4.95964 1.74819 3.55667
H66 4.05597 2.95195 -0.26725
H67 9.72655 2.70488 -2.42547
H68 3.14813 -3.82474 4.71254
H69 3.93003 -5.27491 1.89148
H70 -4.99295 -0.01583 3.73792
H71 1.01869 -9.61432 3.36002
H72 6.66485 6.16697 1.26393
H73 -5.17851 2.02909 -5.94144
H74 -2.90329 0.82025 -2.02667
H75 -2.34133 -5.33642 -5.45639
H76 -6.13766 1.43733 -0.26260
H77 4.14367 3.44616 -2.91342
H78 -2.50318 -3.73555 -4.81143
H79 -4.02641 -3.27282 5.65635
H80 -3.34651 -7.53514 -5.18597
H81 -8.53009 1.24598 -3.86014
H82 -3.18067 -2.37507 -6.53795
H83 -6.57739 3.69132 -1.14008
H84 2.30119 0.69467 -0.40015
H85 -1.13094 5.32222 -4.00595
H86 -0.79306 0.39166 -3.69826
H87 0.06766 -5.30272 -4.80424
H88 3.31117 -1.63089 -1.23647
H89 -0.37357 7.80783 3.66875
H90 5.76792 1.24058 2.05684
H91 -1.80300 -0.76613 -7.73375
H92 5.23052 1.83303 -5.68136
H93 -2.96189 -7.81306 -0.87961
H94 -0.14577 6.61291 -0.23370
H95 3.40378 -1.54252 2.10757
H96 -2.76169 -0.78971 0.04383
H97 7.85771 2.86821 0.18208
H98 4.41240 -4.83814 4.05162
H99 -2.10989 -3.13460 3.57898
H100 -5.70626 -2.98823 5.47646
H101 -0.09624 2.16338 -1.64026
H102 -2.73914 2.46349 -2.63338
H103 -1.02826 3.88172 3.45481
H104 -8.09260 3.08160 -0.87494
H105 6.18029 2.81733 -3.51987
H106 5.51350 1.98361 -0.72924
H107 -5.71287 4.97726 -3.47936
H108 0.60372 0.81963 6.17269
H109 4.71178 0.28928 -6.47880
H110 4.33251 -1.89802 3.55853
H111 0.61981 7.60652 -1.33639
H112 2.75620 4.53097 4.14709
H113 2.76689 -1.33744 3.73782
H114 1.17637 2.49079 6.03034
H115 -0.85604 -4.06686 2.04521
H116 4.17606 5.15852 -2.91347
H117 5.73213 3.12342 0.51699
H118 0.94975 -7.31164 6.33789
H119 -2.84238 2.83575 4.71589
H120 4.43666 0.82196 0.96674
H121 0.54260 -0.67130 -4.28384
H122 9.78042 4.26230 -3.22663
H123 2.96509 -3.41622 0.10884
H124 1.35428 -8.21433 2.20826
H125 1.57448 0.42936 -1.91872
H126 -8.30240 0.33420 -2.49431
H127 -2.57726 2.15535 -0.93795
H128 3.55289 1.72596 6.66508
H129 -0.54841 -1.65246 6.40506
H130 -6.74971 -1.09128 6.73479
H131 -4.89296 -0.53236 -5.26049
H132 7.09978 3.97146 -4.47567
H133 4.13271 0.31324 5.64819
H134 -7.91285 4.21404 -2.28512
H135 -3.71514 -9.06699 -4.40250
H136 -4.73284 -7.51604 -4.03960
H137 2.25613 2.00984 -1.72944
H138 3.25101 -5.44985 5.29247
H139 -1.67426 1.86078 5.49421
H140 -3.44195 -0.81844 -8.32802
H141 -3.49760 6.73672 0.24158
H142 0.37112 1.76474 4.68481
H143 0.86279 6.03778 -2.98091
H144 2.82986 4.15605 2.45223
H145 8.46866 6.30505 1.14162
H146 0.63739 4.87383 -1.73777
H147 -0.49684 -1.30885 -3.06828
H148 -0.00926 -1.35589 4.77788
H149 -5.82285 6.56178 1.28223
H150 5.65143 -1.05731 -4.79457
H151 -3.27904 -4.21720 -2.15341
H152 -4.52150 1.78776 0.46729
H153 9.48739 4.11452 -1.46243
H154 -6.03733 0.39206 6.02980
H155 -4.89275 0.27229 -0.37486
H156 -9.20060 1.84750 -2.24159
H157 4.97367 -0.71773 -2.50389
H158 -3.10109 -1.59480 -4.09328
H159 7.70972 2.37640 -4.26465
H160 -0.20560 3.19830 0.34082

Forces on atoms 1 to 3 (eV/Å):
0.290 -1.023 0.274
-0.495 0.468 0.755
-0.314 0.645 0.331

- HOMO-LUMO gap: 8.449 eV
- Energy relative to the best compared isomer or geometry (same formula, charge and spin): 0.0 kJ/mol
- Molar mass: 1683.9 g mol⁻¹
- Lowest unoccupied orbital energy: 0.3 eV